(1)
{
  "formula": "NO5S",
  "method": "the ωB97M-V functional and the def2-TZVPD basis",
  "homo_lumo_gap_ha": [0.31279, 0.31146],
  "e_above_lowest_kcal_mol": 104.8,
  "charge": -1,
  "energy_ev": -22557.658,
  "elements": ["N", "S", "O", "O", "O", "O", "O"],
  "xyz": [[1.114, -0.175, 0.043], [-0.782, 0.198, 0.328], [-0.753, 1.610, 0.204], [-1.355, -0.432, 1.525], [1.761, 0.825, -0.197], [1.393, -1.274, -0.351], [-1.378, -0.753, -1.552]]
}

(2)
{
  "formula": "C23H39N7O6P3S2Sr",
  "method": "the ωB97M-V functional and the def2-TZVPD basis",
  "homo_lumo_gap_ha": [0.18630, 0.18668],
  "e_above_lowest_kcal_mol": 679.7,
  "charge": -1,
  "energy_ev": -97548.676,
  "elements": ["C", "H", "H", "Sr", "H", "S", "C", "H", "N", "C", "O", "H", "H", "H", "C", "O", "H", "C", "C", "H", "H", "H", "C", "H", "H", "H", "H", "H", "C", "C", "O", "H", "H", "H", "C", "H", "O", "H", "H", "H", "P", "H", "P", "H", "P", "C", "H", "C", "C", "S", "N", "H", "H", "N", "H", "H", "H", "H", "C", "C", "N", "H", "C", "H", "H", "H", "H", "C", "O", "H", "C", "N", "H", "O", "C", "C", "N", "N", "C", "C", "C"],
  "xyz": [[0.835, -2.626, 7.010], [-1.099, -0.038, -1.181], [1.083, -2.160, 7.957], [-0.020, 0.002, -0.014], [3.345, 2.023, -0.252], [-2.177, -1.961, -0.647], [-4.616, 1.360, 1.211], [-2.083, 2.299, -4.358], [0.074, -0.958, 2.539], [-0.738, 2.757, 2.912], [2.509, -0.933, 3.510], [-5.401, 0.814, 0.684], [-1.048, 3.779, 4.741], [2.073, -3.822, -1.530], [-0.625, 1.636, 4.950], [0.498, -1.900, -1.668], [-2.331, 3.413, -3.004], [-0.199, 0.363, 3.033], [-1.345, -4.494, 0.084], [-4.776, 1.232, 2.282], [1.663, -1.010, 5.856], [2.614, -4.160, 1.005], [-0.028, -4.475, 5.748], [2.429, -3.136, -0.298], [1.609, -6.046, -0.454], [-0.810, -5.233, 8.078], [0.683, 3.727, -1.630], [0.132, -4.303, 3.611], [-1.572, 2.889, -3.592], [0.887, -2.568, 4.617], [1.503, 1.433, 0.447], [-2.069, 1.840, 2.648], [-2.911, 2.366, -1.062], [-0.841, 3.483, -0.772], [0.868, -5.257, -0.473], [4.056, 0.736, 2.276], [1.753, -3.012, 2.231], [-2.166, 2.939, 1.297], [-2.068, 0.032, -2.609], [-0.454, -5.471, 5.699], [-2.964, 0.709, 0.734], [-0.880, 3.613, 2.282], [-0.487, 1.816, -2.571], [3.973, 2.870, 1.072], [3.429, -0.676, 0.388], [-1.673, 0.649, -1.802], [3.912, -3.380, 0.275], [-1.076, -3.213, -0.535], [0.013, 2.961, -1.232], [1.368, -1.742, 3.093], [3.941, 1.976, 0.594], [3.403, -2.187, 2.256], [-0.767, 1.727, 1.350], [-0.067, -4.557, 8.174], [-0.211, -3.941, 8.959], [-3.800, 0.926, -1.507], [-0.685, 1.603, 6.032], [0.574, 2.410, -0.428], [-0.828, 2.848, 4.243], [2.798, -2.052, 1.364], [0.200, -3.094, -1.062], [2.405, 1.118, 1.693], [-2.879, 1.273, -1.031], [4.872, 1.707, 0.252], [-0.596, -6.428, 0.569], [-0.969, 3.643, -4.100], [-2.326, -4.638, 0.511], [1.134, -4.056, -1.055], [4.899, -0.968, 0.125], [1.635, -1.875, 1.652], [-1.920, 1.922, 1.586], [2.927, -3.308, 0.559], [-4.719, 2.424, 0.973], [2.455, -0.494, -0.789], [3.414, 0.849, 1.389], [0.305, -3.827, 4.567], [-0.444, 1.512, 2.215], [-0.345, 0.457, 4.366], [-0.396, -5.467, 0.110], [1.175, -1.975, 5.834], [0.180, -3.856, 6.978]]
}